C13H10N4OSSc as an isolated structure. Source: the OMol25 dataset; level of theory: ωB97M-V/def2-TZVPD.

ORCA input file:
```
! RIJCOSX wB97M-V def2-TZVPD def2/J DEFGRID3
* xyz 1 1
N -0.288 -0.382 -1.369
Sc -1.057 -0.604 0.476
C -0.011 0.915 -1.707
C -3.449 -2.325 1.666
N 0.997 -1.428 0.691
C -1.748 4.114 -0.706
H 4.493 -3.007 0.507
N -1.355 1.549 0.236
C -2.278 3.724 0.517
C 2.920 -2.307 1.794
C 0.740 -1.353 -1.734
H 3.425 -2.534 2.721
H -2.855 4.406 1.126
H -1.906 5.119 -1.075
C -0.843 1.932 -0.955
C 1.668 -1.744 1.815
C -1.012 3.205 -1.449
C -2.060 2.438 0.954
S -4.641 -3.201 2.165
H -2.461 2.093 1.899
O 0.850 1.307 -2.464
H 1.386 -0.938 -2.505
C 1.558 -1.695 -0.508
C 2.813 -2.267 -0.598
C 3.504 -2.570 0.560
H 3.242 -2.458 -1.573
H 1.169 -1.536 2.754
H 0.286 -2.262 -2.132
N -2.527 -1.646 1.291
H -0.560 3.456 -2.398
*
```

Properties
LUMO = -3.892 eV
maximum force = 0.620 eV/Å

---

A 2-piece molecular cluster, C13H10N6O6 overall in a non-equilibrium geometry. Source: the OMol25 dataset; level of theory: ωB97M-V/def2-TZVPD.

ORCA input file:
```
! RIJCOSX wB97M-V def2-TZVPD def2/J DEFGRID3
* xyz 0 1
O 4.532 2.657 -0.590
H -0.373 0.647 0.031
C -4.319 1.677 -0.693
H -6.196 -1.722 -0.394
C -4.295 -0.750 -0.731
H -7.449 0.428 -0.133
N 5.870 -0.717 2.097
O 1.576 -3.205 -0.589
N 5.289 1.906 0.292
O 5.558 -2.011 2.576
C -5.672 -0.766 -0.476
N 1.766 -2.573 0.466
C 3.385 0.748 -0.300
C 4.828 -0.409 1.237
C 2.747 -1.449 0.437
N -1.372 0.513 0.168
C -5.694 1.663 -0.437
H -6.232 2.607 -0.323
O 6.887 -0.167 2.482
C -2.127 0.492 -1.073
C 4.575 0.752 0.458
H -1.854 -0.392 -1.673
C -6.374 0.440 -0.329
C 2.475 -0.316 -0.339
O 1.177 -2.800 1.536
H -3.769 2.620 -0.770
H 1.595 -0.222 -0.975
N 4.380 -2.496 2.060
H -1.531 -0.338 0.703
H -3.734 -1.683 -0.846
N 3.356 1.982 -0.954
C -3.618 0.472 -0.834
H -1.879 1.413 -1.613
O 2.550 2.497 -1.713
C 3.943 -1.500 1.238
*
```

Properties
LUMO = -2.225 eV
maximum force = 3.061 eV/Å

---

Calculated ΔE to the lowest compared entry with this formula, charge and spin, 0.0; 297.8 kJ/mol (same order as the records).
Calculated energy, -1954.49542; -1280.93524 Eh (same order as the records).